No. 1
# C15H14N6O

One molecule with the formula C15H14N6O at a distorted geometry (ωB97M-V/def2-TZVPD, OMol25).

Geometry as XYZ:
```
36
Properties=species:S:1:pos:R:3:forces:R:3
N -2.798 -1.929 5.656 5.5 2.7 -5.6
O -0.386 -0.567 -3.289 0.1 0.9 0.8
N -2.004 -1.520 4.855 -1.3 -0.6 2.8
N -0.919 -1.008 4.186 -2.7 -2.3 6.0
N 3.117 0.275 -0.573 1.8 0.2 -0.7
C -0.153 -0.418 -2.076 -3.7 -2.3 -3.3
C -1.086 -0.711 2.904 -1.0 1.0 -5.0
C -2.344 -0.971 2.236 1.1 1.4 0.6
C -2.489 -0.763 0.878 1.7 0.8 -1.3
C 0.025 -0.078 2.158 -3.0 -1.6 0.7
C -0.084 0.168 0.786 -2.1 -2.4 -0.1
C -1.306 -0.385 0.055 0.9 1.2 6.1
C 3.954 -0.226 -1.474 -1.5 -0.2 -0.5
C 1.811 0.131 -0.763 0.6 0.5 2.2
C 3.481 -0.996 -2.550 0.3 -0.4 0.0
C 2.118 -1.166 -2.684 -0.2 -0.1 0.2
C 1.205 -0.551 -1.745 3.3 -1.2 -1.6
N 1.072 0.748 0.203 -1.4 1.4 0.2
N -1.292 -0.530 -1.247 1.6 0.7 -3.1
C -2.497 -0.966 -1.878 -1.5 -0.3 -0.2
C -0.030 2.973 0.306 0.3 0.4 0.0
C 1.292 2.189 0.458 -0.9 0.1 -0.9
H -3.267 -1.132 2.830 0.8 -0.2 -0.3
H -3.521 -0.768 0.468 1.1 -0.4 0.0
H 0.955 0.099 2.671 0.1 0.2 0.1
H 4.994 0.002 -1.413 0.6 0.1 0.4
H 4.177 -1.492 -3.260 -0.6 0.6 0.6
H 1.825 -1.779 -3.537 -0.6 0.4 0.4
H -3.284 -0.229 -1.637 0.0 -0.7 0.1
H -2.718 -2.003 -1.504 -0.2 1.0 -0.3
H -2.450 -0.969 -2.962 0.5 -0.1 0.2
H -0.549 2.848 -0.648 0.4 -0.4 -0.1
H -0.770 2.757 1.073 0.1 -0.1 0.2
H 0.213 4.035 0.342 -0.1 0.1 0.2
H 2.009 2.623 -0.271 -0.3 -0.7 0.4
H 1.699 2.307 1.445 0.2 0.3 0.5
```
Forces are in eV/Å.

Properties
- Multiplicity: 1

Löwdin population analysis, charges in e, atoms 1 to 2: atom 1 (N): 0.212, atom 2 (O): 0.047

---

No. 2
# CH7N2O

A 2-piece molecular cluster, CH7N2O overall at a distorted geometry (ωB97M-V/def2-TZVPD, OMol25).

Geometry as XYZ:
```
11
Properties=species:S:1:pos:R:3:forces:R:3
O -1.426 -0.914 -1.905 0.2 0.2 1.2
H -0.354 -1.164 0.772 0.1 -0.3 -0.4
H -2.365 -0.997 -2.136 0.2 0.1 0.0
H -0.939 -0.709 -2.693 0.0 0.0 -1.1
N 0.198 -0.507 0.196 0.1 2.6 0.9
C 0.313 0.811 0.999 0.9 -3.7 -1.3
N 1.472 1.017 1.374 -1.5 2.4 1.0
H -0.321 -0.254 -0.689 -0.9 -0.9 -0.4
H 1.144 -0.815 -0.033 0.0 -0.7 -0.1
H -0.666 1.249 1.181 0.0 1.0 0.4
H 1.886 1.792 1.945 0.8 -0.5 -0.2
```
Forces are in eV/Å.

Properties
- Multiplicity: 2
- Total charge: +2

Löwdin population analysis, charges in e, atoms 1 to 2: atom 1 (O): -0.013, atom 2 (H): 0.209

---

No. 3
# C3H4FNS

One molecule with the formula C3H4FNS at a distorted geometry (ωB97M-V/def2-TZVPD, OMol25).

Geometry as XYZ:
```
10
Properties=species:S:1:pos:R:3:forces:R:3
N 0.743 1.636 -0.098 0.2 -3.7 1.0
C 0.675 0.250 0.106 2.1 1.0 -1.3
S 2.093 -0.722 -0.019 -2.2 1.4 0.6
C -0.669 -0.318 0.124 -0.6 -2.1 -0.7
C -1.870 0.248 0.158 1.5 -2.8 -0.7
F -2.907 -0.551 -0.144 -0.3 0.6 0.4
H -0.111 2.100 -0.188 -0.9 1.2 -0.2
H 1.636 2.069 -0.092 0.4 0.4 -0.1
H -0.792 -1.417 -0.120 0.8 1.3 0.4
H -2.080 1.219 0.362 -1.1 2.7 0.5
```
Forces are in eV/Å.

Properties
- Multiplicity: 1
- SMILES string: NC(=S)/C=C/F

Löwdin population analysis, charges in e, atoms 1 to 2: atom 1 (N): 0.082, atom 2 (C): -0.802

---

The evaluated energy relative to the best compared isomer or geometry (same formula, charge and spin) for the records listed, in turn: 97.1; 63.3; 13.8 kcal per mole.